No. 1
A molecular structure, C34H36AuFN2P2Si at a distorted geometry. Source: the Open Molecules 2025 dataset; level of theory: the ωB97M-V functional and the def2-TZVPD basis.

Each line ends with the Löwdin charge.
Positions of all 77 atoms, in Å:
Au  -0.500  -0.080  -1.535  0.715
C  2.850  0.531  1.482  -0.150
N  1.574  0.262  0.829  -0.522
P  1.558  0.306  -0.844  0.737
C  1.947  2.034  -1.284  -0.343
C  1.797  3.028  -0.313  -0.099
C  1.808  4.370  -0.633  -0.070
C  2.013  4.783  -1.938  -0.061
C  2.075  3.784  -2.915  -0.075
C  2.053  2.441  -2.590  -0.127
C  2.883  -0.770  -1.387  -0.334
C  3.976  -0.463  -2.202  -0.070
C  4.930  -1.435  -2.529  -0.077
C  4.860  -2.716  -1.996  -0.082
C  3.763  -3.044  -1.206  -0.090
C  2.820  -2.102  -0.916  -0.109
P  0.192  -0.420  1.633  1.024
C  0.986  -1.878  2.484  -0.351
C  2.115  -1.824  3.367  -0.092
C  2.678  -2.963  3.914  -0.075
C  2.171  -4.208  3.522  -0.088
C  1.042  -4.306  2.721  -0.096
C  0.460  -3.156  2.234  -0.131
C  -0.078  0.682  3.057  -0.390
C  -0.665  0.142  4.159  -0.114
C  -1.040  0.922  5.248  -0.081
C  -0.814  2.271  5.227  -0.080
C  -0.223  2.843  4.090  -0.065
C  0.086  2.056  3.010  -0.093
H  3.399  1.308  0.962  0.076
H  3.544  -0.339  1.457  0.092
H  2.675  0.754  2.533  0.070
H  1.713  2.708  0.741  0.073
H  1.698  5.050  0.158  0.092
H  2.118  5.811  -2.171  0.095
H  2.133  4.059  -3.989  0.117
H  2.013  1.741  -3.424  0.112
H  4.023  0.497  -2.678  0.087
H  5.683  -1.261  -3.290  0.104
H  5.576  -3.472  -2.308  0.106
H  3.686  -4.069  -0.795  0.119
H  1.994  -2.440  -0.279  0.096
H  2.432  -0.848  3.681  0.083
H  3.548  -2.904  4.566  0.107
H  2.609  -5.107  3.948  0.102
H  0.629  -5.284  2.456  0.110
H  -0.385  -3.261  1.536  0.098
H  -0.829  -0.935  4.178  0.107
H  -1.534  0.414  6.077  0.110
H  -1.215  2.855  6.020  0.094
H  -0.054  3.895  4.031  0.098
H  0.520  2.491  2.134  0.070
C  -4.187  -2.074  -0.561  -0.180
Si  -3.287  -1.643  -2.135  0.328
C  -1.866  -2.827  -2.369  -0.235
C  -4.360  -1.894  -3.650  -0.191
N  -2.529  -0.089  -1.876  -0.255
C  -3.277  1.057  -1.785  -0.327
C  -4.629  1.149  -2.225  -0.057
C  -5.373  2.321  -2.242  -0.107
C  -4.780  3.521  -1.864  -0.108
C  -3.455  3.467  -1.408  -0.036
C  -2.747  2.288  -1.300  -0.239
F  -1.525  2.424  -0.723  -0.020
H  -4.644  -3.092  -0.621  0.036
H  -4.962  -1.323  -0.293  0.035
H  -3.482  -2.124  0.292  0.025
H  -2.218  -3.828  -2.616  0.020
H  -1.145  -2.938  -1.495  0.022
H  -1.236  -2.513  -3.227  0.024
H  -4.354  -2.928  -3.930  0.008
H  -4.030  -1.375  -4.588  0.053
H  -5.431  -1.595  -3.545  0.036
H  -5.020  0.225  -2.618  0.055
H  -6.422  2.289  -2.570  0.104
H  -5.361  4.413  -1.831  0.083
H  -2.975  4.339  -1.053  0.097

Cartesian forces, eV/Å:
-0.6 0.1 0.0
0.7 -1.0 0.2
0.0 0.1 0.1
-0.3 0.4 -0.4
-0.2 0.0 1.0
0.2 -0.9 0.8
0.4 -0.7 -0.5
-0.2 -1.5 -0.1
0.3 1.0 -0.9
-0.3 0.0 -1.2
1.2 -1.2 0.2
-0.3 -0.3 -0.2
-0.2 -0.3 -0.1
-0.3 0.3 -0.5
0.9 -1.2 0.2
-1.1 0.5 0.6
0.6 -0.7 0.0
0.7 -0.7 0.8
-1.5 0.3 -0.4
-0.1 -0.3 -0.8
0.0 -0.2 0.7
0.5 -0.5 0.2
-0.5 0.9 -1.2
0.3 0.1 -0.8
-0.3 -1.0 1.0
-0.2 -1.0 0.0
0.0 0.2 -0.9
-0.6 -0.3 0.7
0.6 0.0 -0.1
-0.1 0.5 0.1
-0.6 0.2 0.0
0.1 0.5 -0.1
-0.1 0.4 -0.8
-0.1 1.0 0.9
-0.1 0.7 -0.3
0.0 -0.1 0.9
0.1 -0.1 0.3
0.2 0.4 0.0
0.1 0.4 0.3
0.0 0.1 0.2
-0.1 0.8 -0.3
0.1 0.4 -0.2
0.4 0.1 0.1
-0.3 0.0 -0.1
0.0 0.1 -0.2
0.2 0.4 0.2
0.3 0.2 0.4
-0.1 0.2 0.2
0.1 0.4 -0.1
0.1 0.6 0.6
0.0 0.6 0.1
0.0 0.3 -0.3
-0.6 -0.6 0.6
0.8 0.4 0.4
1.4 -0.3 0.4
-0.9 1.3 -1.0
-0.4 -0.5 -0.4
0.3 1.1 0.1
0.8 -0.2 0.1
-0.1 -0.1 -0.1
0.5 -1.1 0.3
-0.9 -0.5 0.0
-1.3 0.3 -0.6
0.2 -0.5 -0.1
0.0 0.7 0.0
0.3 -0.5 -0.2
-0.1 0.2 -0.4
-0.1 -0.2 0.0
-1.0 0.2 -0.9
-0.3 -0.1 0.3
0.0 -0.9 0.0
0.1 -0.1 0.9
0.7 -0.3 0.1
-0.4 0.1 0.0
0.5 0.0 0.1
-0.1 0.6 -0.1
0.4 0.9 0.3

Its LUMO energy is 0.42 eV.

=====

No. 2
C21H14ClF6N3O5 in the gas phase at a distorted geometry. Source: the Open Molecules 2025 dataset; level of theory: the ωB97M-V functional and the def2-TZVPD basis.

Each line ends with the Löwdin charge.
Positions of all 50 atoms, in Å:
C  4.151  1.904  1.095  -0.054
O  3.750  0.677  1.673  -0.098
C  2.434  0.602  2.019  -0.212
C  1.963  1.311  3.124  0.024
C  0.597  1.237  3.486  -0.034
C  -0.301  0.471  2.746  -0.015
C  0.133  -0.299  1.638  -0.046
C  -0.927  -1.141  0.895  -0.177
O  -2.266  -0.693  1.013  -0.094
C  -2.681  0.570  0.469  -0.179
C  -3.701  0.275  -0.631  -0.042
C  -4.914  -0.332  -0.026  -0.497
O  -5.923  0.356  -0.125  0.098
O  -4.821  -1.530  0.607  0.113
C  -1.576  1.422  -0.188  -0.214
N  -1.396  2.690  0.097  0.120
N  -0.263  3.094  -0.589  0.115
C  0.169  2.109  -1.326  -0.169
C  1.365  2.261  -2.214  -0.502
F  2.180  1.154  -2.133  0.117
F  1.059  2.319  -3.533  0.133
F  2.067  3.369  -1.868  0.144
N  -0.629  0.988  -1.099  0.137
C  -0.474  -0.364  -1.541  -0.148
C  -0.268  -0.666  -2.876  0.022
C  -0.233  -2.000  -3.317  -0.058
C  -0.441  -3.043  -2.425  -0.638
Cl  -0.305  -4.736  -2.835  0.686
C  -0.710  -2.725  -1.101  -0.048
C  -0.684  -1.398  -0.624  -0.072
C  1.520  -0.193  1.244  -0.095
O  2.038  -0.887  0.154  0.072
C  2.623  -2.179  0.376  -0.496
F  2.830  -2.796  -0.844  0.140
F  3.822  -2.091  1.041  0.152
F  1.795  -2.996  1.121  0.134
H  4.379  2.656  1.879  0.097
H  3.337  2.295  0.455  0.092
H  5.058  1.739  0.494  0.101
H  2.583  1.890  3.772  0.115
H  0.202  1.821  4.294  0.104
H  -1.319  0.419  3.002  0.103
H  -0.860  -2.098  1.432  0.165
H  -3.141  1.115  1.269  0.161
H  -3.990  1.193  -1.146  0.146
H  -3.298  -0.413  -1.373  0.138
H  -3.848  -1.678  0.788  0.118
H  -0.188  0.128  -3.615  0.122
H  0.024  -2.281  -4.326  0.111
H  -0.920  -3.528  -0.428  0.111

Cartesian forces, eV/Å:
-0.1 1.0 -0.1
-0.2 -0.8 -0.1
-0.9 0.0 -0.2
-1.9 -0.6 0.0
0.5 -0.4 -1.2
2.0 -0.6 -1.0
1.0 1.3 -0.4
1.1 -0.3 -1.2
0.1 0.1 1.0
1.3 -0.2 -2.1
0.7 -0.3 -0.1
-2.1 1.6 -0.2
0.6 -2.1 0.8
0.8 0.8 -0.2
0.4 0.1 0.8
1.0 -0.7 -0.4
-0.6 0.2 -0.3
-1.2 0.0 1.2
1.2 -0.7 -0.4
-0.5 1.1 0.4
-0.2 0.5 0.7
-0.7 -1.3 -0.5
0.3 0.2 0.0
-0.6 -0.4 0.0
-0.2 -0.5 -0.6
0.4 -0.2 0.2
0.0 0.6 0.6
-0.1 0.7 -0.2
0.1 1.0 0.3
0.3 -0.8 0.5
-0.6 0.1 1.9
0.9 -2.5 -0.1
-0.1 0.4 0.0
-0.4 1.5 2.2
-2.0 -0.2 -1.1
1.1 1.2 -1.0
-0.1 -0.3 -0.4
0.5 -0.1 0.2
-0.4 -0.1 0.3
0.7 0.3 -0.1
0.1 0.1 0.4
-1.1 0.0 0.4
-0.5 0.0 -0.4
0.0 0.6 0.3
-0.1 -0.1 0.3
0.4 0.0 0.0
-1.1 0.1 -0.3
0.1 -0.1 0.2
-0.1 0.4 -0.3
0.0 -0.3 0.5

Its LUMO energy is -0.05 eV.

=====

No. 3
C7H9O2P in the gas phase at a distorted geometry. Source: the Open Molecules 2025 dataset; level of theory: the ωB97M-V functional and the def2-TZVPD basis.

Each line ends with the Löwdin charge.
Positions of all 19 atoms, in Å:
C  0.662  1.463  0.961  0.015
C  0.815  0.753  -0.419  -0.527
O  1.903  1.307  -1.177  -0.156
C  -0.333  0.521  -1.217  -0.102
C  -1.184  -0.484  -0.997  -0.064
C  -0.872  -1.754  -0.149  -0.130
C  0.666  -1.855  0.108  -0.103
C  1.492  -0.816  -0.014  -0.301
P  3.281  -0.561  -0.338  0.890
O  3.963  -0.210  0.919  -0.472
H  -0.466  1.468  1.148  0.111
H  1.137  2.466  0.721  0.108
H  1.109  1.005  1.793  0.055
H  1.886  1.105  -2.176  0.149
H  -0.705  1.390  -1.873  0.150
H  -2.075  -0.387  -1.515  0.075
H  -1.582  -1.662  0.682  0.112
H  -1.180  -2.583  -0.753  0.091
H  1.077  -2.776  0.540  0.099

Cartesian forces, eV/Å:
-1.7 1.7 -2.9
3.8 -4.2 1.8
0.6 0.7 -1.7
-3.2 1.4 -0.9
2.4 -0.7 0.7
0.8 2.3 -0.9
-0.6 0.4 1.1
-2.2 2.3 -1.0
0.0 -0.5 -0.2
0.1 0.2 0.4
1.6 0.6 -0.1
-1.0 -0.7 1.0
1.0 -0.8 0.7
-0.4 0.2 2.4
0.7 -1.3 0.9
-1.9 -0.5 -0.9
0.7 -0.5 0.5
-0.2 -0.7 -0.2
-0.3 0.0 -0.6

Its LUMO energy is 0.17 eV. Its relative energy (zero: lowest compared OMol25 entry of this formula, charge and spin) is 68.3 kcal per mole.

=====

No. 4
3 unconnected molecules or ions with the total composition C32H67BFN3O7P at a distorted geometry. Source: the Open Molecules 2025 dataset; level of theory: the ωB97M-V functional and the def2-TZVPD basis.

Each line ends with the Löwdin charge.
Positions of all 112 atoms, in Å:
C  5.596  -2.853  0.802  -0.111
O  6.662  -2.385  0.016  -0.184
C  6.320  -1.280  -0.800  -0.221
C  6.294  0.050  -0.026  -0.164
C  5.224  1.062  -0.469  -0.213
C  4.718  1.945  0.675  -0.222
C  3.962  3.178  0.154  -0.207
C  3.007  3.881  1.142  -0.198
C  1.595  4.176  0.588  -0.185
C  0.457  4.229  1.631  -0.202
C  -0.848  3.495  1.304  -0.183
C  -0.886  1.945  1.251  -0.397
P  0.139  1.239  2.611  0.841
N  0.094  -0.313  2.822  -0.234
C  -0.437  1.460  -0.202  -0.169
C  0.855  0.661  -0.495  -0.123
C  0.761  -0.870  -0.353  -0.160
C  2.046  -1.542  0.118  -0.187
F  1.711  -2.652  0.893  -0.051
C  -1.635  0.796  -0.785  -0.132
C  -1.657  0.210  -2.146  -0.078
C  -1.833  -1.337  -2.131  -0.164
C  -0.783  -2.006  -3.019  -0.166
C  -0.363  -3.436  -2.578  -0.240
O  -0.846  -3.871  -1.318  -0.057
N  -2.633  0.808  0.022  0.021
C  -3.943  0.238  -0.270  0.050
C  -2.397  1.552  1.276  -0.073
B  -3.185  1.055  2.599  -0.547
O  -4.559  1.282  2.549  0.140
N  -2.550  0.525  3.772  -0.147
C  -3.068  1.120  5.015  -0.064
C  -2.539  -0.946  3.843  -0.075
H  6.002  -3.531  1.551  0.092
H  5.088  -2.039  1.333  0.077
H  4.865  -3.404  0.198  0.081
H  7.105  -1.246  -1.555  0.124
H  5.379  -1.469  -1.333  0.108
H  7.267  0.521  -0.172  0.114
H  6.219  -0.172  1.041  0.108
H  5.682  1.734  -1.201  0.116
H  4.384  0.576  -0.976  0.099
H  4.120  1.372  1.395  0.099
H  5.605  2.300  1.208  0.119
H  3.442  2.918  -0.775  0.101
H  4.731  3.899  -0.129  0.113
H  3.455  4.855  1.351  0.110
H  2.970  3.364  2.104  0.090
H  1.384  3.489  -0.234  0.083
H  1.650  5.165  0.132  0.115
H  0.834  3.956  2.620  0.090
H  0.161  5.276  1.726  0.116
H  -1.252  3.889  0.367  0.134
H  -1.558  3.786  2.087  0.121
H  -0.338  1.981  3.704  0.033
H  1.416  1.759  2.341  0.016
H  1.012  -0.728  2.736  -0.014
H  -0.314  2.372  -0.802  0.149
H  1.108  0.870  -1.538  0.124
H  1.684  1.075  0.082  0.093
H  -0.037  -1.149  0.333  0.104
H  0.529  -1.285  -1.339  0.070
H  2.656  -1.891  -0.714  0.093
H  2.631  -0.867  0.751  0.105
H  -0.747  0.513  -2.661  0.122
H  -2.481  0.669  -2.701  0.140
H  -1.742  -1.688  -1.106  0.096
H  -2.829  -1.573  -2.499  0.122
H  -1.102  -2.028  -4.062  0.122
H  0.122  -1.392  -3.007  0.093
H  0.727  -3.453  -2.554  0.076
H  -0.685  -4.153  -3.331  0.122
H  -0.489  -3.290  -0.635  0.064
H  -4.091  0.169  -1.343  0.103
H  -4.705  0.912  0.114  0.093
H  -4.031  -0.748  0.185  0.124
H  -2.946  2.491  1.093  0.155
H  -5.042  0.452  2.670  0.121
H  -2.336  0.951  5.806  0.095
H  -3.216  2.194  4.898  0.090
H  -4.011  0.664  5.336  0.093
H  -1.735  -1.350  3.231  0.047
H  -3.510  -1.395  3.585  0.087
H  -2.324  -1.239  4.871  0.095
O  -5.705  3.503  -0.927  0.084
C  -6.644  3.337  -0.191  -0.539
O  -7.593  2.459  -0.555  -0.003
C  -8.675  2.073  0.309  -0.231
C  -9.827  3.052  0.254  -0.058
C  -6.796  4.126  1.087  0.018
H  -8.311  1.919  1.326  0.110
H  -8.988  1.103  -0.070  0.123
H  -9.536  4.041  0.608  0.071
H  -10.650  2.696  0.874  0.086
H  -10.182  3.156  -0.770  0.088
H  -7.224  5.098  0.840  0.101
H  -5.806  4.280  1.507  0.085
H  -7.416  3.650  1.842  0.071
O  3.195  -3.328  -2.428  0.066
C  3.493  -4.449  -2.767  -0.511
O  4.786  -4.755  -2.892  0.012
C  5.249  -6.090  -3.153  -0.221
C  5.219  -6.425  -4.628  -0.059
C  2.419  -5.461  -3.093  0.021
H  4.690  -6.808  -2.552  0.115
H  6.272  -6.096  -2.784  0.127
H  4.204  -6.405  -5.028  0.069
H  5.631  -7.420  -4.794  0.086
H  5.813  -5.704  -5.189  0.086
H  2.070  -5.279  -4.109  0.104
H  1.612  -5.271  -2.393  0.076
H  2.711  -6.503  -2.996  0.078

Cartesian forces, eV/Å:
-0.1 -0.1 0.1
0.1 0.1 0.0
0.1 0.0 -0.2
0.0 -0.1 -0.2
0.1 0.1 0.1
0.1 0.2 -0.2
0.1 0.0 0.1
0.1 0.4 -0.1
0.2 0.0 0.0
0.2 0.2 -0.2
0.1 0.1 0.6
0.1 -0.1 -1.1
-0.4 -0.8 0.3
0.3 0.4 -0.4
0.3 0.3 0.1
0.0 -0.3 -0.1
0.2 0.0 -0.3
0.0 0.3 0.2
0.0 -0.1 -0.1
0.1 0.0 0.3
-0.4 0.0 -0.1
0.2 0.3 -0.4
0.2 -0.2 0.1
0.3 0.3 -0.1
-0.3 0.2 -0.1
0.1 -0.4 -0.1
-0.3 0.3 -0.2
0.0 0.5 0.2
0.0 -0.3 0.1
0.3 -0.2 -0.8
-0.4 0.2 0.1
0.0 -0.3 0.0
0.2 -0.2 0.1
0.1 0.0 0.0
-0.1 0.0 0.0
0.0 0.1 0.0
-0.1 0.0 -0.1
-0.1 0.0 0.1
0.0 0.0 0.3
-0.2 0.0 0.0
-0.1 -0.1 -0.2
0.0 -0.1 0.1
0.0 -0.1 -0.1
-0.1 -0.1 0.3
-0.1 0.0 0.1
-0.1 0.0 -0.3
0.0 -0.1 0.4
-0.1 -0.2 -0.1
-0.1 -0.1 0.1
-0.1 -0.1 -0.3
0.0 -0.1 0.0
0.0 0.0 0.2
-0.1 -0.1 0.0
0.0 0.1 -0.1
0.2 0.3 -0.1
0.0 0.2 0.0
0.0 -0.2 0.0
-0.1 0.0 0.1
0.1 0.1 0.1
0.0 0.0 0.1
0.0 0.0 0.3
0.0 0.1 0.5
0.0 0.0 0.1
0.0 -0.1 0.0
0.0 -0.1 0.0
0.0 0.1 0.0
-0.2 -0.1 -0.1
-0.1 -0.1 0.2
-0.1 0.0 0.0
-0.1 0.0 -0.2
0.0 0.0 -0.2
-0.2 -0.2 0.2
0.2 -0.3 0.0
0.1 -0.1 0.0
0.0 0.0 0.1
0.0 0.0 0.0
0.0 0.0 0.0
-0.1 0.3 0.6
0.0 0.1 0.0
0.0 0.0 0.0
-0.1 0.1 0.0
-0.2 0.0 -0.1
0.0 0.0 0.0
0.0 0.0 0.0
0.1 -0.2 0.1
0.0 0.2 0.0
0.1 -0.2 0.0
-0.1 0.0 0.0
0.1 0.1 -0.1
0.1 -0.2 0.1
0.0 0.0 0.0
0.0 0.0 0.0
0.0 0.0 0.1
0.0 0.0 0.0
0.0 0.0 0.0
0.0 0.0 0.0
0.0 0.1 -0.1
-0.1 0.0 0.0
0.0 0.1 0.0
0.0 0.0 -0.1
0.0 0.1 0.1
0.1 -0.2 -0.1
-0.1 0.1 0.0
0.2 -0.1 0.3
0.0 0.0 0.0
0.0 0.1 0.0
0.0 0.0 0.0
0.0 0.0 0.0
0.0 0.0 0.0
0.0 0.0 0.0
-0.1 -0.1 -0.1
0.1 0.0 -0.1

As for the charge: +1. Its LUMO energy is -2.61 eV.

=====

Number 1: energy -2634.53829 Ha. Number 2: energy -2408.50227 Ha. Number 3: energy -763.86313 Ha. Number 4: energy -2416.26736 Ha.